Entry 1:
A 2-piece molecular cluster, CH6N2O overall. Source: the OMol25 dataset; level of theory: ωB97M-V/def2-TZVPD.

The value obtained for the energy relative to the best compared isomer or geometry (same formula, charge and spin) is 66.5 kJ/mol. Its SMILES is [H]/N=C/N.O. The HOMO energy comes out at -9.39 eV.

The geometry in XYZ format:
```
10
Properties=species:S:1:pos:R:3:nbo_charge:R:1
H -2.83993 -3.28104 -1.88665 0.465
H 0.35903 0.06803 2.04902 0.398
H 1.84478 2.16819 0.61524 0.139
N 0.85881 0.92026 1.86305 -0.815
H 1.09030 1.20963 -1.28293 0.344
H -1.90540 -2.08514 -1.81636 0.473
O -2.65587 -2.43252 -2.31409 -0.938
N 0.75778 0.73161 -0.44461 -0.732
C 1.17798 1.30994 0.59867 0.280
H 1.31252 1.39105 2.61866 0.387
```

***

Entry 2:
A 2-piece molecular cluster, CH6N2O overall. Source: the OMol25 dataset; level of theory: ωB97M-V/def2-TZVPD.

The value obtained for the energy relative to the best compared isomer or geometry (same formula, charge and spin) is 155.4 kJ/mol. Its SMILES is [H]/N=C\N.O. The HOMO energy comes out at -8.77 eV.

The geometry in XYZ format:
```
10
Properties=species:S:1:pos:R:3:nbo_charge:R:1
H -2.25335 -1.08310 0.76808 0.163
H 0.61399 -0.45701 0.41884 0.425
H 3.14600 0.20251 -1.25087 0.488
N -0.33152 -0.33072 0.82560 -0.918
O 2.66259 0.14864 -0.39827 -0.964
N -1.82813 0.43628 -0.71487 -0.653
H -0.92407 0.73820 -1.07151 0.323
H -0.26104 -0.14935 1.83391 0.383
H 2.75046 0.96531 0.10329 0.481
C -1.54253 -0.35743 0.26822 0.271
```

***

Entry 3:
A 2-piece molecular cluster, CH6N2O overall. Source: the OMol25 dataset; level of theory: ωB97M-V/def2-TZVPD.

The value obtained for the energy relative to the best compared isomer or geometry (same formula, charge and spin) is 539.2 kJ/mol. The HOMO energy (spin up / spin down) comes out at -8.46 / -9.35 eV.

The geometry in XYZ format:
```
10
Properties=species:S:1:pos:R:3:nbo_charge:R:1
H -1.79643 -1.18147 -0.83953 0.374
H -0.69991 -0.20876 -1.48520 0.363
H 1.42487 0.20620 1.38478 0.178
C 0.93530 -0.04988 0.37073 0.022
N -0.35133 -0.62515 0.54858 -0.208
H 1.53315 -0.89890 -0.10296 0.183
H -1.30815 0.93066 1.40355 -0.077
N -0.81763 -0.82681 -0.66628 -0.580
H 0.10334 1.51491 -0.17517 0.469
O 0.97678 1.13920 -0.43851 -0.725
```

***

Entry 4:
An isolated ion of composition CH6N2OP and charge +1. Source: the OMol25 dataset; level of theory: ωB97M-V/def2-TZVPD.

The value obtained for the energy relative to the best compared isomer or geometry (same formula, charge and spin) is 285.5 kJ/mol. Its net charge is +1. Its SMILES is N[P@@H](O)=C=[NH2+]. The HOMO energy comes out at -13.20 eV.

The geometry in XYZ format:
```
11
Properties=species:S:1:pos:R:3:nbo_charge:R:1
H -1.82840 -1.74105 1.22363 0.408
H 0.51205 1.82982 1.87395 0.001
O -0.23389 2.07141 -0.38192 -0.962
P -0.03503 1.05281 0.70453 1.636
H 2.09181 0.32037 0.51618 0.432
N -1.44098 -1.51080 0.28721 -0.685
N 1.20236 0.39511 -0.03801 -1.172
H 1.36872 0.50307 -1.06977 0.463
C -1.05547 -0.33056 0.10032 -0.092
H -1.45781 -2.22535 -0.42314 0.441
H -0.99780 2.59489 -0.46019 0.530
```

***

Entry 5:
A 2-piece molecular cluster, CH6N2OPS overall. Source: the OMol25 dataset; level of theory: ωB97M-V/def2-TZVPD.

The value obtained for the energy relative to the best compared isomer or geometry (same formula, charge and spin) is 254.4 kJ/mol. Its net charge is +1. The HOMO energy comes out at -13.89 eV.

The geometry in XYZ format:
```
12
Properties=species:S:1:pos:R:3:nbo_charge:R:1
N -0.00817 -1.32414 0.07922 -1.119
N -0.76619 1.12129 -0.70343 -0.757
H 0.44094 1.13912 1.15837 -0.050
S -3.42591 0.18374 -0.26456 0.629
H 0.84070 -1.85228 0.52484 0.416
H 0.94128 2.62325 -0.01720 -0.032
O -2.27115 0.53776 1.01642 -0.453
P 0.89218 1.05633 -0.08136 0.644
H -0.23465 -1.87826 -0.72872 0.384
H -0.60953 1.22827 -1.77822 0.477
C -1.86175 0.76176 -0.16766 0.484
H -0.93276 -1.41012 0.67022 0.380
```

***

Entry 6:
An isolated molecule of CH6N2OS. Source: the OMol25 dataset; level of theory: ωB97M-V/def2-TZVPD.

The value obtained for the energy relative to the best compared isomer or geometry (same formula, charge and spin) is 700.8 kJ/mol. Its SMILES is C=S(N)(N)=O. The HOMO energy (spin up / spin down) comes out at -8.58 / -8.59 eV.

The geometry in XYZ format:
```
11
Properties=species:S:1:pos:R:3:nbo_charge:R:1
H 0.99821 -1.20225 1.50233 0.226
N 0.09170 1.48280 -0.57987 -0.993
O -2.35381 -0.10871 0.39203 -0.799
H -0.86530 -1.49270 -1.28975 0.406
N -0.03111 -1.12276 -1.01333 -1.010
H 1.06619 0.74429 1.71959 0.231
H 0.61392 -1.95183 -0.70934 0.421
H -0.68440 1.63808 -1.19622 0.400
H 0.41716 2.22905 -0.09900 0.403
S -0.27132 -0.01010 0.12690 1.688
C 1.01877 -0.20586 1.14665 -0.973
```

***

Entry 7:
An isolated molecule of CH6N2OS2. Source: the OMol25 dataset; level of theory: ωB97M-V/def2-TZVPD.

The value obtained for the energy relative to the best compared isomer or geometry (same formula, charge and spin) is 287.4 kJ/mol. Its SMILES is CN[S@@](N)(=O)=S. The HOMO energy comes out at -9.46 eV.

The geometry in XYZ format:
```
12
Properties=species:S:1:pos:R:3:nbo_charge:R:1
C 1.33042 -1.05008 -0.17154 -0.479
H 1.48610 -2.16797 -0.26618 0.219
S -2.62747 -0.11544 0.87912 -0.432
H 0.37882 -0.32626 1.52925 0.388
N -0.38133 1.80687 -0.02805 -0.975
H 1.01119 -0.80647 -1.23175 0.248
H 2.25691 -0.37700 0.05437 0.211
S -1.00479 0.03891 -0.13399 1.797
H -0.79336 2.37290 -0.73695 0.382
O -0.92581 -0.47492 -1.43358 -0.926
N 0.18491 -0.83521 0.70792 -0.803
H -0.91561 1.93468 0.83139 0.371
```

***

Entry 8:
CH6N2P2 as an isolated structure. Source: the OMol25 dataset; level of theory: ωB97M-V/def2-TZVPD.

The value obtained for the energy relative to the best compared isomer or geometry (same formula, charge and spin) is 16.0 kJ/mol. The HOMO energy comes out at -8.55 eV.

The geometry in XYZ format:
```
11
Properties=species:S:1:pos:R:3:nbo_charge:R:1
N 1.52660 0.43932 -0.22195 -1.266
P 0.51034 -0.23113 0.74437 1.200
N -1.00774 0.01434 -0.23137 -0.936
H -0.65575 0.78231 -0.83113 0.409
H -2.66684 -1.27238 0.39058 0.204
P 3.20948 0.54709 0.10980 0.545
H 3.47300 -0.65063 0.84487 -0.073
H -2.88044 0.10856 -0.85625 0.214
C -2.36736 -0.18561 0.11965 -0.422
H 3.64022 -0.00689 -1.06710 -0.051
H -2.78150 0.45502 0.99853 0.178
```

***

Number 1: E_tot -6161.807 eV. Number 2: E_tot -6160.886 eV. Number 3: E_tot -6156.907 eV. Number 4: E_tot -15441.078 eV. Number 5: E_tot -26275.362 eV. Number 6: E_tot -16990.248 eV. Number 7: E_tot -27830.413 eV. Number 8: E_tot -22690.796 eV.